No. 1
Density functional theory data (ωB97M-V/def2-TZVPD) for C49H46CuGeN4P2S as an isolated structure.

The geometry in ORCA input format:
```
! RIJCOSX wB97M-V def2-TZVPD def2/J DEFGRID3
* xyz 1 1
Ge -1.27 1.08 1.97
Cu -0.03 0.51 -0.98
S 0.11 2.72 -1.67
P 3.93 0.03 1.68
P -1.64 -0.98 -1.65
N 1.53 3.47 -3.75
N 1.81 1.29 -3.19
N 1.74 0.25 -2.26
N -0.17 -0.32 1.05
C 1.05 -0.69 1.69
C 1.20 2.47 -2.92
C -4.39 -1.27 -2.20
C 4.85 2.22 -2.29
C 0.77 2.75 5.24
C -1.04 -4.18 -4.17
C -3.84 0.32 3.07
C 2.11 0.31 2.04
C -2.48 0.02 3.05
C -2.25 2.23 0.74
C -5.50 -0.04 -3.95
C 4.77 -2.49 2.34
C -1.63 -3.09 -3.53
C 1.06 -2.03 1.90
C 0.89 -3.98 -2.75
C 1.60 3.70 4.67
C 3.65 -2.42 0.22
C -0.07 1.99 4.43
C -0.14 -2.58 1.35
C 0.74 3.14 2.49
C -2.08 3.62 0.83
C -3.16 0.30 -3.55
C 4.13 -1.75 1.35
C 5.01 0.24 -0.93
C 5.34 0.94 -2.09
C -2.11 -1.63 0.03
C 4.16 0.79 0.03
C 4.92 -3.87 2.22
C -0.09 2.17 3.05
C 4.44 -4.52 1.10
C -3.73 3.99 -0.89
C -2.81 4.48 0.02
C -0.86 -1.55 0.85
C 4.01 2.79 -1.34
C -2.00 -1.03 3.83
C -5.55 -0.96 -2.91
C -3.19 -0.64 -2.52
C 3.67 2.08 -0.20
C 0.31 -2.89 -2.11
C 3.81 -3.79 0.09
C -4.30 0.59 -4.27
C -4.71 -0.43 3.85
C -0.96 -2.44 -2.50
C 1.58 3.90 3.29
C -3.21 1.76 -0.16
C -3.94 2.62 -0.97
C -4.23 -1.47 4.63
C -2.87 -1.77 4.61
C 0.22 -4.62 -3.78
H 6.02 0.50 -2.81
H 1.60 -0.62 -2.76
H -2.66 5.55 0.11
H 0.75 3.29 1.42
H -1.56 -4.67 -4.97
H -6.48 -1.44 -2.66
H 0.78 2.60 6.31
H -5.77 -0.19 3.86
H 2.22 4.65 2.84
H -0.41 -3.62 1.30
H 5.44 -0.74 -0.78
H -2.49 -2.59 5.22
H -4.27 1.31 -5.08
H 1.86 -4.33 -2.44
H 1.86 -2.59 2.35
H 5.17 -1.98 3.21
H -1.40 4.04 1.55
H 1.02 4.34 -3.67
H 0.67 -5.47 -4.28
H 4.56 -5.59 1.00
H 2.03 3.30 -4.61
H -4.23 1.14 2.47
H 2.61 0.20 -1.73
H -6.40 0.20 -4.50
H -4.44 -2.00 -1.41
H -4.29 4.66 -1.52
H -2.23 0.81 -3.78
H 5.14 2.79 -3.17
H 5.42 -4.42 3.00
H -0.72 1.25 4.89
H -4.67 2.21 -1.66
H 2.26 4.29 5.29
H 3.44 -4.30 -0.78
H -2.45 -2.67 -0.01
H 1.89 1.26 1.56
H 0.83 -2.41 -1.29
H -2.92 -1.04 0.45
H -2.60 -2.75 -3.84
H 2.70 1.36 -3.67
H -3.43 0.71 -0.23
H 3.04 2.57 0.54
H -4.90 -2.05 5.24
H 2.08 0.51 3.11
H 3.13 -1.87 -0.56
H 3.62 3.79 -1.48
H -0.95 -1.28 3.82
*
```

Its HOMO-LUMO gap is 0.306 hartree. The calculation puts the largest force on an atom at 0.24 eV Å⁻¹. The total energy comes out at -6912.022663 Ha.


No. 2
Density functional theory data (ωB97M-V/def2-TZVPD) for C49H46N4OPV as an isolated structure at a distorted geometry.

The geometry in ORCA input format:
```
! RIJCOSX wB97M-V def2-TZVPD def2/J DEFGRID3
* xyz 3 2
V 0.32 1.21 -1.17
P 2.66 0.55 -0.89
O 0.26 0.43 -2.73
N -0.14 0.21 0.55
N -1.09 -1.23 -1.77
N 0.86 3.10 -0.30
N -1.54 2.11 -0.85
C 2.98 2.23 -3.09
C 5.62 1.51 -3.54
C 0.26 0.08 2.92
C 2.57 -1.20 -1.36
C 1.20 5.78 0.46
C -3.89 3.59 -0.51
C -1.77 -1.59 -2.88
C 2.29 -3.77 -2.37
C -5.79 -2.38 -0.38
C -2.51 5.50 0.30
C 3.51 -3.35 -1.83
C -2.84 -2.04 -0.43
C 2.07 3.64 -0.15
C -2.65 4.16 -0.17
C 4.23 -0.44 2.71
C 0.41 0.68 1.69
C 1.20 -2.91 -2.38
C 4.99 2.41 -4.39
C -1.50 3.37 -0.36
C -3.92 2.32 -1.03
C -3.00 -2.18 -2.80
C 2.28 4.97 0.22
C -4.60 -4.55 -0.87
C 4.93 0.96 -2.47
C -0.49 -1.09 3.05
C 3.65 -2.07 -1.32
C -4.91 -3.13 -1.39
C -1.04 -1.57 1.86
C -1.61 -1.43 -0.54
C -0.21 3.92 -0.09
C -5.67 -3.24 -2.72
C 0.30 -1.35 5.43
C 3.45 -0.41 1.57
C 1.34 -1.61 -1.88
C -2.14 -1.29 4.83
C 0.24 -0.62 -1.92
C -1.28 6.03 0.53
C -0.73 -3.29 4.23
C 3.60 1.32 -2.25
C 5.25 0.49 2.89
C 4.72 1.49 0.76
C -3.58 -2.44 -1.55
C 5.49 1.45 1.92
C -0.10 5.26 0.31
C -2.73 1.62 -1.19
C -0.74 -1.76 4.38
C 3.67 2.78 -4.16
C -0.88 -0.92 0.65
C 3.70 0.56 0.59
H -5.53 -5.11 -0.77
H 1.32 -1.55 5.09
H -4.11 -4.51 0.11
H -6.63 -3.72 -2.54
H 0.22 -0.29 5.70
H 2.67 -1.14 1.42
H 2.92 3.01 -0.30
H -1.60 -2.50 1.88
H -0.82 -3.74 5.22
H -4.80 4.16 -0.38
H -1.57 -3.65 3.64
H -1.18 7.05 0.86
H -3.27 -2.18 0.56
H 4.58 -1.77 -0.87
H -3.40 6.09 0.46
H 0.26 -3.26 -2.78
H 3.18 3.48 -4.82
H 5.43 0.25 -1.82
H -5.13 -3.87 -3.44
H 1.02 1.56 1.60
H 0.20 -3.64 3.79
H -6.77 -2.86 -0.33
H 3.29 5.34 0.32
H -5.86 -2.27 -3.17
H -1.29 -1.37 -3.82
H 1.33 6.82 0.75
H 5.86 0.46 3.78
H -2.76 0.63 -1.63
H 0.13 -1.92 6.34
H 2.19 -4.76 -2.77
H -3.95 -5.08 -1.56
H 4.95 2.22 -0.01
H -2.91 -1.59 4.12
H 6.65 1.22 -3.72
H -5.37 -2.40 0.63
H -3.51 -2.45 -3.72
H 6.29 2.17 2.04
H -2.37 -1.75 5.80
H -5.94 -1.34 -0.68
H 5.53 2.84 -5.22
H 0.75 0.53 3.77
H 1.95 2.53 -2.92
H -2.17 -0.21 4.95
H -4.85 1.86 -1.32
H 4.05 -1.19 3.47
H 4.35 -4.04 -1.82
*
```

Its HOMO-LUMO gap (alpha / beta) is 0.272 / 0.270 hartree. The calculation puts the largest force on an atom at 1.74 eV Å⁻¹. The total energy comes out at -3473.709964 Ha.


No. 3
Density functional theory data (ωB97M-V/def2-TZVPD) for C49H47BrCl2KN7O2Si as an isolated structure at a distorted geometry.

The geometry in ORCA input format:
```
! RIJCOSX wB97M-V def2-TZVPD def2/J DEFGRID3
* xyz -2 1
Br 3.41 -0.19 2.10
K 2.36 1.14 -0.62
Cl 5.25 6.13 -5.08
Cl 6.69 3.48 -6.00
Si -1.68 0.19 2.72
O 2.99 -0.20 -4.26
O 0.87 4.54 -2.73
N -1.74 0.80 -0.13
N 1.41 3.67 0.68
N 0.73 -1.13 1.87
N 2.74 -1.65 -1.42
N 0.14 -1.36 -2.82
N 2.59 3.34 -1.75
N 3.95 0.98 -2.52
C 3.64 -1.36 -2.34
C -3.90 -3.33 3.09
C -1.48 1.78 -1.18
C 3.69 -3.83 -1.20
C 0.88 4.26 -0.39
C -4.42 -0.66 2.62
C -0.31 -3.72 -2.52
C 4.65 -2.26 -2.70
C 2.33 -2.80 2.67
C 1.47 4.04 -1.77
C -3.49 0.19 -1.78
C -1.97 1.31 4.24
C 2.02 -1.54 2.24
C 4.81 4.60 -4.39
C -0.61 -4.64 1.20
C -5.22 -2.89 3.00
C -0.67 5.49 0.95
C -5.47 -1.55 2.75
C -1.67 1.38 1.20
C 5.10 2.23 -4.20
C -0.17 -5.02 -2.98
C -2.86 -2.43 2.97
C -1.12 3.03 5.72
C 4.14 2.17 -3.19
C 0.95 4.02 1.87
C 0.63 -5.30 -4.07
C 3.51 -0.08 -3.13
C -3.06 1.17 5.10
C 0.04 -2.24 1.28
C -2.73 2.58 -1.56
C 1.18 -2.97 -4.26
C 0.36 -2.67 -3.17
C 5.44 3.44 -4.79
C 3.82 4.55 -3.43
C 0.02 -0.58 3.06
C 3.46 3.35 -2.80
C -0.17 5.17 -0.29
C -2.22 2.89 6.56
C -3.02 0.13 -0.33
C -1.01 2.26 4.58
C 0.24 -3.52 1.71
C 1.31 -4.27 -4.70
C 1.37 -3.80 2.52
C -3.80 1.64 -2.14
C -3.19 1.95 6.24
C -3.10 -1.07 2.74
C -0.08 4.92 2.07
C 2.76 -2.85 -0.87
C 4.67 -3.51 -2.12
H -0.07 -1.35 3.85
H -3.70 -4.38 3.27
H -0.35 3.75 5.97
H 0.67 0.20 3.47
H -1.51 6.17 1.06
H -0.92 -3.50 -1.66
H -1.49 -4.26 0.68
H -0.04 -5.26 0.49
H -0.15 -1.20 -1.87
H -0.75 1.96 1.26
H 1.74 -2.16 -4.72
H 5.38 -1.95 -3.43
H -0.69 -5.83 -2.47
H -2.73 -0.22 -2.43
H -3.80 0.61 0.29
H -6.03 -3.59 3.13
H -2.46 3.36 -2.27
H -3.86 1.75 -3.23
H 3.32 -3.01 3.05
H 1.55 -4.81 2.86
H -0.15 2.40 3.94
H -3.82 0.44 4.86
H 3.64 -4.80 -0.74
H -1.11 1.27 -2.07
H -0.55 5.60 -1.20
H -2.50 2.10 1.35
H 0.73 -6.32 -4.43
H 5.58 1.33 -4.52
H -0.75 -1.96 0.59
H -4.39 -0.43 -1.89
H -0.41 5.17 3.07
H 1.99 -3.03 -0.13
H 5.44 -4.22 -2.39
H -3.12 3.08 -0.66
H -0.94 -5.29 2.01
H -2.31 3.50 7.45
H 1.95 -4.49 -5.55
H -4.79 1.91 -1.74
H -0.70 2.46 -0.85
H -4.06 1.83 6.88
H 1.46 3.54 2.70
H -4.64 0.38 2.43
H 3.31 5.45 -3.13
H -2.93 -0.90 0.01
H 0.87 -0.74 -3.13
H -1.85 -2.78 3.04
H -6.49 -1.19 2.67
*
```

Its HOMO-LUMO gap is 0.166 hartree. The calculation puts the largest force on an atom at 1.64 eV Å⁻¹. The total energy comes out at -6813.134176 Ha. Its energy above the lowest of the compared OMol25 structures with the same formula, charge and spin is 15.53 kcal per mole.


No. 4
Density functional theory data (ωB97M-V/def2-TZVPD) for C49H47CaN4O7PS as an isolated structure at a distorted geometry.

The geometry in ORCA input format:
```
! RIJCOSX wB97M-V def2-TZVPD def2/J DEFGRID3
* xyz -2 1
Ca 0.04 1.27 0.09
S -2.60 0.51 -1.25
P -1.42 -2.51 -0.52
O 2.21 -0.04 -1.02
O -3.36 1.47 -2.00
O 1.03 -0.76 0.73
O -2.34 0.87 0.15
O 6.43 -2.35 -2.06
O 6.91 -4.20 -1.09
O -1.33 0.07 -1.84
N 1.93 2.50 1.02
N 6.22 -3.20 -1.22
N -0.17 1.42 2.60
N -0.59 3.71 -0.55
C 4.69 -4.14 0.45
C 3.06 3.10 0.64
C -1.81 -4.07 1.72
C -5.51 -3.00 -0.92
C 2.98 -1.95 0.14
C 0.03 -3.89 -4.70
C -1.24 -6.53 0.57
C 4.98 -3.11 -0.43
C 0.88 1.93 3.15
C -1.79 -3.54 -3.17
C 3.84 3.50 1.75
C -1.41 -0.57 5.51
C 2.67 -2.98 1.02
C -4.16 -3.23 -0.69
C 0.34 -2.42 4.46
C -1.52 -4.13 0.36
C -1.22 -5.37 -0.20
C 4.15 -2.02 -0.61
C 1.30 5.80 -3.03
C -2.16 3.79 1.27
C -1.56 -6.46 1.92
C -5.94 -1.73 -1.28
C 2.64 2.35 -3.89
C 0.92 3.19 -2.30
C 0.17 4.16 -1.56
C 0.92 -3.40 -3.74
C 0.05 -1.27 3.74
C -0.84 -0.33 4.27
C 3.13 3.10 2.88
C 0.45 -2.99 -2.51
C -1.85 -5.23 2.49
C -0.91 -3.06 -2.20
C -1.21 0.92 3.48
C 2.08 4.81 -3.62
C -0.73 5.74 0.95
C -1.12 -1.72 6.23
C 1.44 7.23 -3.48
C 1.85 3.47 -3.26
C -3.68 -0.93 -1.16
C 0.37 5.50 -2.05
C -3.22 -2.21 -0.81
C -5.03 -0.70 -1.41
C 1.96 2.49 2.40
C -1.47 4.62 0.18
C 3.51 -4.07 1.18
C -0.24 -2.66 5.70
C 2.01 -0.80 -0.06
C -2.57 5.19 -0.73
C -1.32 -3.95 -4.41
H 0.50 -1.08 2.77
H -0.97 -5.44 -1.25
H 2.00 1.49 -4.08
H -2.09 -5.16 3.55
H 3.44 2.01 -3.23
H 3.40 3.23 3.92
H -0.21 6.32 -1.66
H -2.69 2.94 0.83
H -0.01 -3.57 6.24
H 2.34 7.36 -4.09
H -6.99 -1.54 -1.47
H 1.13 -2.58 -1.78
H -1.58 -7.36 2.53
H 3.09 2.67 -4.84
H -2.08 0.68 2.86
H 2.81 5.06 -4.38
H -2.87 4.41 1.82
H -2.14 5.78 -1.54
H 1.98 -3.32 -3.96
H -1.54 1.69 4.18
H -3.26 5.83 -0.17
H -1.57 -1.89 7.20
H -2.09 0.17 5.93
H 0.98 1.98 4.24
H 4.37 -1.22 -1.30
H 4.79 4.01 1.71
H 3.27 3.25 -0.41
H -0.50 6.63 0.37
H 1.73 -2.90 1.56
H -3.13 4.36 -1.17
H 0.21 5.35 1.35
H 0.40 -4.20 -5.67
H 1.51 7.91 -2.63
H -2.00 -3.11 2.19
H -1.00 -7.48 0.12
H 1.02 -3.15 4.04
H 3.25 -4.87 1.86
H -1.34 6.08 1.79
H -1.41 3.41 1.97
H -2.85 -3.58 -2.96
H -2.02 -4.31 -5.16
H -5.33 0.29 -1.69
H 0.67 2.15 -2.10
H 0.58 7.54 -4.08
H -6.22 -3.82 -0.82
H -3.84 -4.23 -0.42
H 5.37 -4.98 0.54
*
```

Its HOMO-LUMO gap is 0.158 hartree. The calculation puts the largest force on an atom at 1.08 eV Å⁻¹. The total energy comes out at -4058.468868 Ha. Its energy above the lowest of the compared OMol25 structures with the same formula, charge and spin is 11.08 kcal per mole.